Entry 1:
C29H29HfN3O6Si | ωB97M-V/def2-TZVPD

Last column: natural (NBO) charge in e.
Atoms and positions in Å:
1 Hf 1.071 0.951 -0.376  2.27
2 C -1.990 -0.543 -2.731  -0.65
3 C -0.641 -0.075 -3.283  0.48
4 N 0.306 0.525 -2.553  -0.65
5 C 1.394 0.498 -3.402  -0.01
6 C 1.096 0.031 -4.617  0.04
7 N -0.169 -0.408 -4.519  -0.47
8 C 1.788 0.005 -6.012  0.77
9 O 2.927 0.622 -6.201  -0.61
10 O 1.229 -0.575 -6.896  -0.54
11 C 2.626 1.171 -2.860  0.79
12 O 3.400 1.652 -3.635  -0.55
13 O 2.677 1.280 -1.539  -0.86
14 H -2.726 -0.239 -3.494  0.25
15 H -2.102 -0.003 -1.779  0.23
16 H -1.953 -1.569 -2.559  0.26
17 H -0.677 -1.051 -5.126  0.47
18 H 3.088 1.093 -5.382  0.51
19 C -0.647 -4.184 -2.730  -0.22
20 C -1.271 -4.320 -1.522  -0.20
21 C -0.762 -3.676 -0.414  -0.19
22 C 0.350 -2.868 -0.543  -0.46
23 C 1.085 -2.826 -1.747  -0.23
24 C 0.563 -3.522 -2.831  -0.16
25 Si 0.744 -1.499 0.688  0.96
26 C -0.574 -1.405 2.098  -0.48
27 C -0.101 -1.240 3.389  -0.19
28 C -0.968 -1.115 4.514  -0.21
29 C -2.306 -1.181 4.312  -0.23
30 C -2.801 -1.273 3.015  -0.26
31 C -1.961 -1.350 1.919  -0.17
32 C 2.529 -0.951 0.944  -0.49
33 C 2.836 0.227 1.600  -0.37
34 C 4.053 0.834 1.477  -0.16
35 C 4.977 0.366 0.522  -0.15
36 C 4.705 -0.894 -0.134  -0.14
37 C 3.479 -1.496 0.084  -0.21
38 H -1.152 -4.674 -3.573  0.24
39 H -2.178 -4.968 -1.389  0.24
40 H -1.198 -3.759 0.512  0.22
41 H 1.998 -2.278 -1.798  0.21
42 H 1.099 -3.481 -3.745  0.22
43 H 0.959 -1.155 3.558  0.22
44 H -0.600 -1.176 5.497  0.24
45 H -3.012 -1.185 5.159  0.24
46 H -3.919 -1.246 2.941  0.23
47 H -2.414 -1.461 0.890  0.22
48 H 2.255 0.751 2.387  0.25
49 H 4.340 1.781 1.955  0.24
50 H 5.951 0.814 0.434  0.24
51 H 5.403 -1.362 -0.830  0.25
52 H 3.293 -2.496 -0.296  0.24
53 O -1.126 1.521 0.252  -0.68
54 C -0.575 2.256 1.074  0.80
55 O 0.712 2.318 1.151  -0.76
56 C -1.360 2.962 2.182  -0.16
57 N -2.568 2.192 2.517  -0.52
58 C -3.296 3.110 3.426  -0.23
59 C -3.026 4.504 2.974  -0.45
60 C -1.898 4.386 1.960  -0.40
61 H -0.703 2.996 3.106  0.26
62 H -2.377 1.338 3.034  0.47
63 H -2.951 1.789 1.619  0.46
64 H -2.770 2.950 4.381  0.23
65 H -4.326 2.810 3.613  0.27
66 H -2.611 5.126 3.766  0.25
67 H -3.901 5.099 2.548  0.27
68 H -1.131 5.179 2.106  0.27
69 H -2.194 4.368 0.913  0.22

Computed properties:
Charge ... +2
Highest occupied orbital energy ... -13.092 eV
Kohn-Sham gap ... 0.25375 hartree
Maximum force ... 3.67 eV/A
Energy above the lowest of the compared OMol25 structures with the same formula, charge and spin ... 0.0 kJ/mol

=====

Entry 2:
C29H29N2O4PtS | ωB97M-V/def2-TZVPD

Last column: natural (NBO) charge in e.
Atoms and positions in Å:
1 C 2.278 -0.167 1.438  -0.41
2 C 2.504 -0.795 0.138  -0.11
3 C 2.327 0.175 -0.865  -0.12
4 H 2.842 -1.817 0.004  0.24
5 C 1.848 1.381 -0.299  -0.17
6 C 1.785 1.224 1.129  -0.20
7 H 1.716 2.331 -0.812  0.27
8 C -1.092 -1.931 1.465  -0.31
9 C -0.079 -2.660 0.687  -0.27
10 C -0.402 -2.520 -0.678  -0.18
11 H 0.665 -3.342 1.092  0.26
12 C -1.462 -1.580 -0.825  0.23
13 C -1.848 -1.131 0.470  -0.33
14 H 2.622 0.052 -1.906  0.26
15 H 1.751 2.019 1.871  0.27
16 H 2.829 -0.369 2.352  0.28
17 H -2.743 -0.556 0.689  0.28
18 H -0.047 -3.162 -1.490  0.25
19 H -1.454 -2.235 2.437  0.28
20 Pt 0.181 -0.276 1.540  1.07
21 C -2.214 -1.336 -2.123  -0.10
22 C -3.557 -2.088 -2.012  -0.60
23 C -1.440 -1.900 -3.329  -0.62
24 H -3.416 -3.164 -1.863  0.22
25 H -4.149 -1.976 -2.927  0.23
26 H -4.167 -1.721 -1.179  0.22
27 H -1.301 -2.986 -3.225  0.21
28 H -0.457 -1.412 -3.387  0.22
29 H -2.006 -1.707 -4.254  0.23
30 C -2.549 0.165 -2.366  -0.49
31 C -1.424 1.068 -2.883  0.68
32 H -2.900 0.602 -1.423  0.26
33 H -3.395 0.223 -3.072  0.22
34 O -0.467 1.396 -2.184  -0.65
35 N -1.445 1.582 -4.152  -0.61
36 C -0.454 2.636 -4.424  -0.26
37 H -2.336 1.662 -4.611  0.40
38 C 0.937 2.036 -4.488  0.09
39 C 2.046 2.684 -3.926  -0.25
40 H 1.875 3.606 -3.363  0.22
41 C 3.321 2.128 -4.053  -0.21
42 H 4.172 2.624 -3.584  0.22
43 C 3.503 0.930 -4.752  -0.24
44 H 4.500 0.506 -4.862  0.22
45 C 2.398 0.273 -5.302  -0.20
46 H 2.510 -0.687 -5.805  0.22
47 C 1.122 0.835 -5.183  -0.26
48 H 0.243 0.333 -5.600  0.22
49 H -0.484 3.407 -3.635  0.22
50 H -0.725 3.081 -5.395  0.22
51 O -0.310 0.437 4.110  -0.60
52 C -0.987 1.268 3.466  0.63
53 N -0.985 1.246 2.092  -0.95
54 S -1.950 2.469 1.303  2.28
55 O -1.146 3.410 0.576  -0.89
56 O -3.090 1.858 0.656  -0.92
57 C -2.408 3.118 2.932  -0.29
58 C -3.195 4.229 3.261  -0.19
59 C -3.354 4.549 4.626  -0.17
60 C -2.744 3.779 5.637  -0.19
61 C -1.974 2.677 5.289  -0.16
62 C -1.824 2.364 3.939  -0.11
63 H -3.667 4.832 2.481  0.24
64 H -3.951 5.409 4.927  0.24
65 H -2.858 4.033 6.691  0.24
66 H -1.463 2.039 6.004  0.24

Computed properties:
Charge ... +1
Highest occupied orbital energy (alpha / beta) ... -10.596 / -11.194 eV
Kohn-Sham gap (alpha / beta) ... 0.29626 / 0.17852 hartree
Multiplicity ... 5
Expectation value of S² ... 6.03
Maximum force ... 2.39 eV/A

=====

Entry 3:
C29H29N2O4STi | ωB97M-V/def2-TZVPD

Last column: natural (NBO) charge in e.
Atoms and positions in Å:
1 C -1.444 1.150 1.198  -0.25
2 C -1.218 1.975 0.058  -0.20
3 C -1.643 1.260 -1.099  -0.28
4 H -0.906 3.018 0.085  0.25
5 C -2.139 -0.024 -0.679  -0.33
6 C -2.036 -0.063 0.751  -0.21
7 H -2.646 -0.762 -1.295  0.26
8 C 2.283 0.404 1.036  -0.20
9 C 1.625 1.644 0.855  -0.20
10 C 1.442 1.856 -0.553  -0.29
11 H 1.354 2.343 1.650  0.26
12 C 1.968 0.718 -1.239  -0.07
13 C 2.457 -0.204 -0.244  -0.28
14 H -1.742 1.669 -2.106  0.27
15 H -2.454 -0.846 1.379  0.30
16 H -1.281 1.432 2.235  0.29
17 H 2.951 -1.145 -0.471  0.26
18 H 1.103 2.766 -1.049  0.26
19 H 2.689 0.028 1.973  0.27
20 Ti 0.134 -0.101 -0.201  1.21
21 C 1.856 0.373 -2.705  -0.04
22 C 3.150 -0.354 -3.099  -0.61
23 C 1.671 1.620 -3.578  -0.61
24 H 4.005 0.269 -2.786  0.23
25 H 3.229 -0.485 -4.181  0.23
26 H 3.239 -1.336 -2.619  0.23
27 H 2.518 2.307 -3.440  0.24
28 H 0.742 2.162 -3.346  0.21
29 H 1.647 1.329 -4.637  0.23
30 C 0.539 -0.471 -2.761  -0.45
31 C 0.435 -1.553 -3.817  0.69
32 H -0.309 0.200 -2.933  0.29
33 H 0.391 -1.077 -1.788  0.15
34 O 1.272 -2.450 -3.802  -0.54
35 N -0.678 -1.446 -4.642  -0.64
36 C -2.023 -1.386 -4.046  -0.24
37 H -0.628 -2.064 -5.441  0.42
38 C -2.720 -0.039 -4.145  -0.08
39 C -3.983 0.117 -3.554  -0.17
40 H -4.466 -0.750 -3.100  0.21
41 C -4.615 1.358 -3.545  -0.21
42 H -5.585 1.471 -3.062  0.23
43 C -4.000 2.454 -4.157  -0.21
44 H -4.478 3.434 -4.124  0.23
45 C -2.773 2.292 -4.807  -0.21
46 H -2.297 3.132 -5.315  0.23
47 C -2.138 1.039 -4.816  -0.24
48 H -1.209 0.877 -5.369  0.23
49 H -1.947 -1.660 -2.980  0.19
50 H -2.649 -2.149 -4.538  0.24
51 O -1.915 -1.826 5.107  -0.88
52 S -0.877 -1.004 4.543  2.30
53 O -0.734 0.357 5.006  -0.91
54 N -0.892 -1.068 2.886  -0.81
55 C 0.161 -1.594 2.311  0.62
56 O 0.337 -1.582 1.003  -0.70
57 C 1.133 -2.129 3.280  -0.10
58 C 2.403 -2.681 3.090  -0.19
59 C 3.173 -2.965 4.222  -0.20
60 C 2.715 -2.674 5.517  -0.17
61 C 1.459 -2.078 5.698  -0.17
62 C 0.694 -1.830 4.566  -0.30
63 H 2.752 -2.870 2.079  0.23
64 H 4.160 -3.408 4.109  0.23
65 H 3.330 -2.898 6.392  0.24
66 H 1.069 -1.805 6.678  0.25

Computed properties:
Charge ... +1
Highest occupied orbital energy ... -12.020 eV
Kohn-Sham gap ... 0.27731 hartree
Maximum force ... 3.96 eV/A
Energy above the lowest of the compared OMol25 structures with the same formula, charge and spin ... 0.0 kJ/mol